Entry 1:
This record from the Open Molecules 2025 dataset describes 3 unconnected molecules or ions with the total composition C4H14O2S at a distorted geometry. The level of theory is ωB97M-V/def2-TZVPD.

Calculated values
HOMO level (alpha / beta) (eV): 0.921 / -5.941
Lowest unoccupied orbital energy (alpha / beta) (eV): 2.8 / 2.7
Spin multiplicity: 2
Charge: -1
Energy relative to the best compared isomer or geometry (same formula, charge and spin) (kJ/mol): 177.8

Geometry as XYZ:
```
21
Properties=species:S:1:pos:R:3:mulliken_charge:R:1
C -3.6555 0.3217 -1.5964 -0.946
C -3.7325 -0.3200 -0.2273 -0.407
C -3.0394 0.1806 0.9918 -0.923
S -1.4050 -0.6985 1.3760 0.058
C -0.3288 -0.3860 -0.0545 -1.258
H -3.8890 -0.5396 -2.2348 0.310
H -2.5648 0.6951 -1.7075 0.172
H -4.1121 1.2942 -1.6242 0.387
H -4.7501 -0.0838 0.0221 0.300
H -3.6826 -1.4752 -0.1601 0.339
H -2.7064 1.1849 0.8220 0.387
H -3.6249 -0.0819 1.9784 0.295
H 0.0382 -1.2516 -0.6781 0.238
H 0.5938 -0.0975 0.3119 0.519
H -0.6935 0.3373 -0.8259 0.207
H 7.3135 0.1747 -0.0002 0.490
H 6.4117 -0.4198 -1.1356 0.433
O 7.1915 0.2219 -0.9347 -1.139
H 4.9123 0.1497 2.3065 0.675
H 6.1470 0.7631 1.7524 0.600
O 5.5764 0.0309 1.6181 -1.737
```

Entry 2:
This record from the Open Molecules 2025 dataset describes a molecular structure, C33H77N4NiO14 at a distorted geometry. The level of theory is ωB97M-V/def2-TZVPD.

Calculated values
HOMO level (alpha / beta) (eV): -3.567 / -7.073
Lowest unoccupied orbital energy (alpha / beta) (eV): 0.5 / 0.5
Spin multiplicity: 4
Energy relative to the best compared isomer or geometry (same formula, charge and spin) (kJ/mol): 252.3

Geometry as XYZ:
```
129
Properties=species:S:1:pos:R:3:mulliken_charge:R:1
Ni 3.5410 -1.1018 0.4904 0.741
C 0.0971 0.9620 -2.0257 -0.559
C 0.5047 -0.1834 -1.1262 1.436
C -0.1950 -1.5319 -1.5035 -0.125
O 1.8705 -0.3702 -0.7302 0.030
H -0.9839 0.9939 -2.1619 0.386
H 0.5971 0.9048 -2.9926 0.046
H 0.2847 1.8973 -1.4982 -0.314
H 0.0497 0.0458 -0.1626 -1.097
H 0.4803 -2.0168 -2.2084 -0.717
H -1.1507 -1.4434 -2.0202 0.597
H -0.5118 -2.2236 -0.7229 -0.315
C -3.0444 4.9124 1.9425 -0.550
O -1.6676 5.2087 1.5725 -0.305
C -1.2588 4.5114 0.3326 -0.426
C 0.3237 4.3743 0.1426 -0.283
O 1.1243 5.4829 0.5531 -0.152
C 1.0476 6.6376 -0.2948 -0.599
C 1.8243 7.7564 0.4079 -0.602
O 3.0079 7.2358 0.9449 -0.153
C 3.9612 8.2128 1.3525 -0.920
H -3.1774 3.8464 2.1274 0.053
H -3.6483 5.2744 1.1104 0.324
H -3.4105 5.4442 2.8207 0.287
H -1.6372 5.2336 -0.3908 0.413
H -1.7949 3.5705 0.2084 0.182
H 0.5650 4.2348 -0.9112 0.495
H 0.8202 3.5450 0.6464 -0.091
H -0.0110 6.8101 -0.4889 0.355
H 1.3699 6.5332 -1.3308 0.334
H 1.0765 8.1041 1.1206 0.285
H 2.1078 8.5372 -0.2978 0.380
H 4.6557 7.8380 2.1044 0.254
H 3.5537 8.9939 1.9943 0.362
H 4.4477 8.6495 0.4803 0.322
C -1.0311 -2.4659 1.9150 0.059
O -1.4217 -2.8194 3.2219 -0.297
C -1.7786 -4.2421 3.3652 -0.102
C -1.8942 -4.6371 4.8763 -0.806
O -3.1858 -4.1251 5.1662 -0.127
C -3.7910 -4.8030 6.2282 -0.596
C -5.3200 -4.5974 6.0817 -0.356
O -6.1899 -5.2311 7.0508 -0.396
C -7.3135 -5.9206 6.5656 -0.824
H -1.8727 -2.7354 1.2768 0.438
H -0.1862 -3.0495 1.5495 -0.036
H -0.8592 -1.3928 1.8321 -0.180
H -1.0566 -4.9237 2.9156 0.001
H -2.7300 -4.3507 2.8446 0.354
H -1.1444 -4.2131 5.5442 0.311
H -1.7512 -5.7177 4.8878 0.416
H -3.3208 -4.3170 7.0831 0.266
H -3.6589 -5.8795 6.3371 0.327
H -5.5904 -4.9819 5.0982 0.351
H -5.4232 -3.5124 6.0959 0.238
H -8.1898 -6.2329 7.1337 0.310
H -7.0015 -6.6807 5.8494 0.353
H -7.8523 -5.2512 5.8949 0.338
C -3.4725 -2.2396 -8.9776 -0.811
O -2.2530 -1.5656 -9.0422 -0.326
C -1.1227 -2.3610 -9.0398 -0.587
C -0.6484 -2.7573 -7.5681 -0.318
O 0.1623 -1.6814 -6.9546 -0.399
C 0.3226 -1.8156 -5.5142 -0.310
C 1.6687 -2.5033 -5.1737 0.475
O 2.8438 -1.6899 -5.3162 -0.501
C 2.7986 -0.5710 -4.4479 -1.016
H -3.4816 -3.0330 -8.2303 0.291
H -3.7618 -2.9100 -9.7868 0.345
H -4.3553 -1.6337 -8.7735 0.300
H -0.2843 -1.8930 -9.5556 0.296
H -1.3055 -3.2569 -9.6331 0.418
H -0.1653 -3.7333 -7.6137 0.296
H -1.5916 -3.0357 -7.0981 0.259
H -0.4725 -2.3940 -5.0436 0.461
H 0.4200 -0.8202 -5.0807 0.092
H 1.7339 -3.3915 -5.8021 0.357
H 1.6417 -3.0589 -4.2364 -0.467
H 3.7282 -0.0034 -4.4896 0.348
H 2.5530 -0.8538 -3.4243 0.443
H 2.1606 0.2489 -4.7781 0.336
C -4.6970 1.2208 2.0174 0.055
O -5.4994 0.9620 2.8736 -0.595
N -3.4168 0.8257 2.0453 0.259
C -2.6019 0.9304 0.8065 -0.740
C -2.9107 -0.0827 3.0784 -1.049
H -4.9345 1.7043 1.0572 0.350
H -3.1620 1.6039 0.1579 0.441
H -2.3633 0.0117 0.2705 0.373
H -1.6575 1.3991 1.0833 -0.069
H -1.8274 -0.1915 3.1306 0.270
H -3.2223 0.2347 4.0735 0.373
H -3.4714 -1.0060 2.9328 0.376
C 1.9304 0.8901 2.5721 0.402
O 2.5995 -0.0067 2.1080 -0.683
N 2.3643 2.0295 3.0253 0.315
C 1.6079 3.1464 3.5957 -0.878
C 3.8170 2.1376 3.2606 -1.071
H 0.8352 0.8822 2.6843 0.128
H 1.6602 3.1939 4.6834 0.379
H 0.5430 3.2532 3.3887 0.249
H 2.0334 4.0128 3.0893 0.321
H 4.1558 3.0161 2.7115 0.319
H 3.9479 2.1587 4.3425 0.351
H 4.4027 1.3510 2.7848 0.187
C 2.0889 -3.9518 0.8108 -0.481
O 2.6520 -2.8777 0.8318 -0.320
N 1.6215 -4.5494 -0.3375 0.394
C 0.6354 -5.5721 -0.3032 -0.813
C 2.1234 -4.0769 -1.6296 -1.024
H 1.7887 -4.5605 1.6777 0.461
H -0.1527 -5.2197 -0.9686 0.302
H 0.2434 -5.6401 0.7115 0.204
H 1.0298 -6.5611 -0.5364 0.302
H 1.2549 -3.9287 -2.2714 0.204
H 2.9199 -3.3460 -1.7686 0.124
H 2.6617 -4.8689 -2.1503 0.444
C 5.5958 1.5103 0.1005 -0.201
O 4.9254 0.4729 0.1959 -0.290
N 5.2846 2.6142 -0.6456 0.244
C 4.0369 2.5986 -1.4208 -0.889
C 5.9876 3.9247 -0.6387 -0.835
H 6.5108 1.8083 0.6355 0.258
H 3.1355 2.3939 -0.8432 0.232
H 3.9869 1.8086 -2.1701 0.232
H 3.8919 3.5755 -1.8821 0.401
H 5.1628 4.5232 -0.2517 0.320
H 6.9031 3.9824 -0.0500 0.264
H 6.2037 4.4162 -1.5873 0.308
```

Entry 3:
This record from the Open Molecules 2025 dataset describes 13 unconnected molecules or ions with the total composition C39H112N14O13 at a distorted geometry. The level of theory is ωB97M-V/def2-TZVPD.

Calculated values
HOMO level (alpha / beta) (eV): -10.227 / -10.227
Lowest unoccupied orbital energy (alpha / beta) (eV): -2.4 / -8.6
Spin multiplicity: 2
Charge: +1
Energy relative to the best compared isomer or geometry (same formula, charge and spin) (kJ/mol): 0.0

Geometry as XYZ:
```
178
Properties=species:S:1:pos:R:3:mulliken_charge:R:1
C 14.4031 -22.1790 3.4686 -0.113
C 14.1889 -23.2330 4.5399 -0.415
O 15.2102 -24.1693 4.6635 -0.571
H 13.8983 -21.2132 3.4895 0.010
H 14.2043 -22.5174 2.4517 -0.133
H 15.4860 -22.0621 3.5101 0.292
H 13.2661 -23.7933 4.3898 0.423
H 14.1823 -22.7970 5.5388 0.107
H 14.8304 -25.0081 4.3920 0.342
C 24.0092 -16.5189 5.4066 -0.028
C 25.3410 -15.7375 5.2363 -0.672
O 25.1331 -14.4321 4.7399 -0.494
H 24.2694 -17.5623 5.5846 0.422
H 23.2756 -16.3286 4.6233 -0.360
H 23.7379 -16.1035 6.3771 0.332
H 25.8666 -16.2943 4.4605 0.334
H 25.8164 -15.8066 6.2147 0.301
H 25.4233 -14.2655 3.8401 0.280
C 23.6045 -19.0688 1.8358 0.764
O 24.2169 -18.1587 2.3366 -0.649
N 22.6939 -18.8592 0.9152 -0.408
N 23.8681 -20.3251 1.8583 -0.425
H 22.1608 -19.5627 0.4242 0.165
H 22.5730 -17.8724 0.7373 0.177
H 23.2898 -20.9225 1.2849 0.137
H 24.5967 -20.6525 2.4764 0.245
C 21.7036 -19.2899 5.8518 0.583
O 21.6748 -20.3020 6.5254 -0.788
N 21.2540 -18.0847 6.1354 0.509
N 22.3563 -19.2958 4.7688 0.055
H 20.6376 -18.0826 6.9355 -0.052
H 21.1489 -17.5400 5.2914 -0.078
H 22.5558 -18.4268 4.2944 -0.228
H 22.7173 -20.1420 4.3520 0.169
C 15.7676 -15.5901 5.4041 0.721
O 14.9204 -14.7798 5.7255 -0.802
N 15.8200 -16.2175 4.2870 0.828
N 16.8336 -15.8187 6.0725 0.199
H 15.2168 -16.2587 3.4779 -0.076
H 16.5175 -16.9461 4.2348 -0.522
H 17.1560 -15.1961 6.7995 0.160
H 17.3980 -16.6512 5.9801 -0.472
C 18.9390 -15.3995 2.3611 -0.804
C 19.3347 -16.2960 3.5505 0.584
C 18.9582 -17.7548 3.1718 -0.829
O 17.5305 -17.8134 2.9853 0.586
C 17.0061 -19.0758 2.8353 -0.987
N 20.7729 -16.2361 3.6679 0.126
H 17.8593 -15.2934 2.2556 -0.115
H 19.2507 -15.8778 1.4326 0.258
H 19.4290 -14.4355 2.4986 -0.021
H 18.9611 -16.0018 4.5313 0.058
H 19.2407 -18.3106 4.0658 0.159
H 19.5468 -18.1730 2.3552 0.261
H 16.0286 -19.1834 3.3053 0.127
H 17.4824 -19.9050 3.3584 0.441
H 16.7750 -19.3907 1.8177 0.186
H 21.0047 -15.2636 3.8118 -0.175
H 21.2067 -16.4134 2.7732 0.101
C 12.1604 -21.9123 7.7175 -1.656
C 13.0210 -20.7083 7.4693 0.541
C 12.5727 -19.8541 6.3278 -0.370
O 13.2350 -18.6251 6.2054 -0.395
C 12.8075 -17.9056 5.0184 -0.440
N 12.9998 -19.9044 8.6654 -0.766
H 11.1478 -21.6571 8.0300 0.404
H 12.6293 -22.5350 8.4794 0.396
H 12.1512 -22.6649 6.9291 0.314
H 14.0428 -21.0187 7.2509 0.165
H 11.5339 -19.5451 6.4439 0.368
H 12.6693 -20.4920 5.4492 0.069
H 13.4426 -18.1867 4.1783 -0.011
H 13.1517 -16.8964 5.2446 0.174
H 11.7722 -17.9429 4.6798 0.456
H 12.0454 -19.6500 8.8764 0.319
H 13.4688 -19.1220 8.2319 0.369
C 21.5579 -12.8725 5.7203 -1.724
C 21.2808 -12.6528 4.2303 0.656
C 21.9665 -11.3355 3.7410 -0.999
O 21.7917 -11.3881 2.3565 -0.259
C 21.9425 -10.0838 1.8191 -0.887
N 21.9136 -13.7631 3.5796 -0.443
H 21.1707 -13.8405 6.0382 0.170
H 21.0049 -12.2066 6.3828 0.487
H 22.5949 -12.6708 5.9889 0.401
H 20.2034 -12.7464 4.0945 0.261
H 23.0177 -11.1909 3.9906 0.417
H 21.3862 -10.5581 4.2379 0.456
H 22.9091 -9.5800 1.8241 0.368
H 21.4603 -9.3415 2.4551 0.398
H 21.3985 -9.9478 0.8844 0.197
H 22.0059 -13.4616 2.6201 0.277
H 22.8148 -13.8489 4.0274 0.017
C 18.0717 -19.6184 6.8219 0.014
C 18.7172 -19.6087 8.2114 0.445
C 18.8548 -18.2281 8.9087 -0.789
O 19.3043 -17.1437 7.9386 -0.113
C 20.0234 -16.1242 8.5747 -0.637
N 17.8501 -20.4365 9.0174 -0.677
H 17.0066 -19.3899 6.8602 0.313
H 18.1816 -20.5273 6.2304 0.394
H 18.5853 -18.8186 6.2884 -0.784
H 19.6580 -20.1188 8.0044 0.108
H 19.5106 -18.3768 9.7666 0.330
H 17.8293 -17.9476 9.1493 0.330
H 20.9862 -16.4353 8.9800 0.362
H 19.4383 -15.6573 9.3671 0.354
H 20.3483 -15.3893 7.8381 -0.098
H 17.9912 -20.3524 10.0140 0.260
H 16.9278 -20.1020 8.7773 0.230
C 17.4549 -18.0054 -1.0485 -1.669
C 17.2912 -17.0594 -2.1880 1.921
C 18.1705 -17.4523 -3.4086 -1.209
O 17.6163 -18.6946 -3.8341 -0.369
C 18.5134 -19.4692 -4.6012 -0.819
N 15.8971 -17.1824 -2.6238 -0.524
H 16.8060 -17.8055 -0.1958 -0.035
H 18.4913 -17.9277 -0.7202 0.410
H 17.2955 -18.9939 -1.4794 0.420
H 17.5388 -16.0444 -1.8774 -0.642
H 19.1296 -17.7413 -2.9790 0.483
H 18.2876 -16.7549 -4.2381 0.389
H 18.6866 -19.2018 -5.6437 0.295
H 18.0997 -20.4775 -4.5837 0.279
H 19.4904 -19.4925 -4.1186 0.329
H 15.9070 -18.0987 -3.0485 0.434
H 15.8462 -16.4808 -3.3486 0.274
C 15.2446 -15.0587 0.6159 -0.351
C 13.9425 -15.6175 -0.0015 2.436
C 12.7017 -15.1835 0.7006 -1.160
O 12.7757 -15.6974 1.9642 0.072
C 11.9257 -15.0735 2.9810 -0.800
N 14.0580 -15.1670 -1.3153 -0.466
H 15.2558 -13.9729 0.5212 -0.018
H 16.1262 -15.4809 0.1336 0.103
H 15.3824 -15.3020 1.6694 -0.351
H 13.9018 -16.7054 -0.0548 -1.245
H 11.8695 -15.5790 0.1184 0.333
H 12.6732 -14.1014 0.8284 0.323
H 12.4192 -15.1213 3.9517 0.196
H 11.0072 -15.6444 3.1173 0.292
H 11.7897 -14.0144 2.7622 0.364
H 14.7248 -15.6900 -1.8648 0.233
H 13.1960 -15.4041 -1.7853 0.290
C 17.5293 -12.4942 -3.9728 -1.524
C 16.8268 -13.1016 -2.7181 1.998
C 17.3005 -12.3824 -1.3280 -0.735
O 18.5097 -12.9388 -0.7818 0.017
C 19.2746 -12.1980 0.2181 -0.793
N 15.4498 -12.9732 -2.7189 -0.761
H 17.1324 -11.5076 -4.2119 0.359
H 17.6454 -13.1700 -4.8201 0.382
H 18.5517 -12.2327 -3.6998 0.392
H 16.8853 -14.1857 -2.6215 -0.979
H 16.5404 -12.4959 -0.5550 0.344
H 17.3764 -11.3003 -1.4354 0.517
H 20.1883 -12.7617 0.4068 0.313
H 18.7480 -12.2256 1.1720 0.416
H 19.4646 -11.1599 -0.0546 0.408
H 15.2038 -13.4694 -3.5635 0.378
H 15.0736 -13.6258 -2.0461 0.152
C 13.6747 -22.2026 -0.3443 -1.598
C 13.5938 -20.7565 -0.7524 0.208
C 13.2534 -19.7858 0.4240 -0.035
O 11.9899 -20.2224 0.9261 -0.467
C 11.4556 -19.3142 1.8393 -0.415
N 14.7126 -20.2211 -1.4467 -0.421
H 14.4325 -22.5444 0.3607 0.248
H 13.7754 -22.7485 -1.2824 0.447
H 12.7216 -22.5563 0.0488 0.429
H 12.7132 -20.8307 -1.3905 0.143
H 13.1918 -18.8007 -0.0385 0.180
H 14.0269 -19.7474 1.1910 0.175
H 10.4619 -19.6760 2.1033 0.364
H 11.2858 -18.3225 1.4199 0.198
H 12.1222 -19.3600 2.7006 0.067
H 14.4719 -19.2819 -1.7297 0.074
H 14.8116 -20.6610 -2.3504 0.301
```